1.
This record from OMol25 describes a structure of composition C52H45BaN5O3P2S. The level of theory is ωB97M-V/def2-TZVPD.

Computed properties:
largest force on an atom: 6.1 eV Å⁻¹
gap between HOMO and LUMO: 7.01 eV
molar mass: 1019.3 g/mol
LUMO: 0.291 eV
energy relative to the best compared isomer or geometry (same formula, charge and spin): 57.4 kcal/mol
multiplicity: 1
total charge: 0

CARTESIAN COORDINATES (ANGSTROEM)
Ba: 0.93 0.64 -1.76
O: -0.23 2.34 -2.34
C: -1.21 1.84 -1.75
C: -2.42 2.65 -1.49
C: -3.27 3.09 -2.50
C: -4.43 3.77 -2.17
C: -4.74 4.02 -0.84
C: -3.89 3.58 0.17
C: -2.74 2.87 -0.15
P: -1.47 2.22 1.04
C: -1.93 3.21 2.53
C: -1.23 4.41 2.68
C: -1.43 5.22 3.79
C: -2.32 4.83 4.78
C: -3.03 3.64 4.64
C: -2.83 2.84 3.52
C: -2.22 0.59 1.46
C: -1.34 -0.42 1.82
C: -1.81 -1.63 2.31
C: -3.18 -1.85 2.42
C: -4.07 -0.87 1.99
C: -3.59 0.34 1.51
H: -3.02 2.89 -3.53
H: -5.09 4.13 -2.95
H: -5.64 4.56 -0.58
H: -4.13 3.77 1.21
H: -0.53 4.72 1.91
H: -0.88 6.15 3.90
H: -2.47 5.45 5.66
H: -3.74 3.34 5.39
H: -3.38 1.91 3.43
H: -0.27 -0.24 1.74
H: -1.12 -2.41 2.60
H: -3.55 -2.78 2.83
H: -5.13 -1.05 2.04
H: -4.30 1.10 1.19
N: 5.67 -1.64 0.32
C: 5.33 -1.42 1.64
C: 5.94 -1.75 2.84
C: 5.29 -1.37 4.00
C: 4.06 -0.70 3.96
C: 3.45 -0.37 2.76
C: 4.10 -0.74 1.58
N: 3.71 -0.57 0.27
C: 4.66 -1.11 -0.45
C: 4.65 -1.19 -1.90
C: 5.45 -1.97 -2.68
S: 5.04 -1.74 -4.33
C: 3.80 -0.64 -3.85
N: 3.73 -0.44 -2.58
H: 6.50 -2.09 -0.01
H: 6.88 -2.28 2.87
H: 5.73 -1.61 4.96
H: 3.58 -0.45 4.89
H: 2.50 0.14 2.71
H: 6.24 -2.64 -2.40
H: 3.12 -0.20 -4.57
N: 0.87 -0.75 -3.71
P: -0.09 -1.90 -4.01
C: -1.70 -1.50 -4.81
C: -2.89 -2.19 -4.63
C: -4.06 -1.74 -5.24
C: -4.04 -0.61 -6.04
C: -2.85 0.08 -6.24
C: -1.69 -0.36 -5.61
C: 0.64 -3.12 -5.18
C: 1.92 -3.57 -4.87
C: 2.61 -4.39 -5.75
C: 2.04 -4.74 -6.97
C: 0.77 -4.29 -7.28
C: 0.06 -3.49 -6.39
C: -0.66 -2.96 -2.62
C: -0.13 -4.21 -2.33
C: -0.54 -4.91 -1.20
C: -1.51 -4.36 -0.37
C: -2.05 -3.11 -0.65
C: -1.61 -2.40 -1.75
H: -2.92 -3.09 -4.02
H: -4.99 -2.28 -5.08
H: -4.95 -0.27 -6.52
H: -2.83 0.96 -6.87
H: -0.76 0.18 -5.72
H: 2.36 -3.27 -3.93
H: 3.61 -4.74 -5.50
H: 2.59 -5.35 -7.67
H: 0.32 -4.56 -8.23
H: -0.94 -3.16 -6.64
H: 0.59 -4.65 -3.00
H: -0.11 -5.88 -0.98
H: -1.84 -4.91 0.50
H: -2.81 -2.70 -0.01
H: -2.02 -1.43 -1.97
O: -0.21 0.99 4.47
C: 0.88 1.57 4.00
O: 1.09 1.76 2.83
C: 1.90 1.95 5.10
N: 1.26 1.83 6.42
C: 0.96 3.21 6.84
C: 2.13 4.04 6.32
C: 2.38 3.41 4.94
H: 2.72 1.24 5.01
H: 1.88 1.39 7.09
H: -0.13 1.01 5.45
H: 0.82 3.26 7.92
H: 0.04 3.52 6.35
H: 3.01 3.91 6.96
H: 1.90 5.10 6.26
H: 3.42 3.46 4.64
H: 1.79 3.91 4.17

Mulliken atomic charge list, values in e, 4 entries: number 1, Ba, carries 2.1127; number 2, O, carries -0.7308; number 3, C, carries -0.0484; number 4, C, carries -0.4050



2.
This record from OMol25 describes a structure of composition C52H45Cl2I2LuN7O8STe. The level of theory is ωB97M-V/def2-TZVPD.

Computed properties:
largest force on an atom: 1.8 eV Å⁻¹
gap between HOMO and LUMO (spin up / spin down): 5.38 / 6.59 eV
molar mass: 1555.3 g/mol
LUMO (spin up / spin down): -0.444 / -0.558 eV
⟨S²⟩: 0.75
multiplicity: 2
total charge: 0

CARTESIAN COORDINATES (ANGSTROEM)
Lu: 2.17 -0.25 1.17
O: -0.20 -0.73 1.94
C: -0.62 -0.62 3.29
C: 0.43 -1.27 4.16
C: 0.08 -1.82 5.39
C: 1.04 -2.50 6.11
C: 2.31 -2.62 5.58
C: 2.57 -2.03 4.35
N: 1.66 -1.35 3.66
H: -0.93 -0.51 1.33
H: -1.58 -1.14 3.45
H: -0.74 0.43 3.57
H: -0.93 -1.73 5.76
H: 0.80 -2.95 7.07
H: 3.10 -3.16 6.09
H: 3.54 -2.14 3.90
S: 8.46 4.10 -2.26
N: 7.59 4.54 -0.96
C: 6.57 3.69 -0.83
C: 5.55 3.74 0.16
C: 5.45 4.77 1.09
C: 4.39 4.75 1.98
C: 3.51 3.69 1.93
N: 3.57 2.69 1.06
C: 4.56 2.71 0.15
C: 4.57 1.68 -0.85
N: 3.60 0.74 -0.81
C: 3.48 -0.06 -1.86
C: 4.33 -0.04 -2.97
C: 5.39 0.83 -2.97
C: 5.52 1.72 -1.90
C: 6.56 2.70 -1.86
N: 7.56 2.83 -2.71
H: 6.20 5.54 1.09
H: 4.27 5.53 2.71
H: 2.70 3.64 2.65
H: 2.65 -0.74 -1.84
H: 4.14 -0.71 -3.79
H: 6.11 0.88 -3.78
O: 1.22 1.44 2.50
C: 0.65 2.53 2.30
C: 0.42 3.14 1.03
C: 0.00 4.46 0.96
C: -0.05 5.13 -0.25
C: 0.37 4.47 -1.43
C: 0.73 3.16 -1.40
C: 0.72 2.40 -0.18
O: 0.93 1.15 -0.18
N: -0.48 6.48 -0.31
O: -0.90 6.99 0.73
O: -0.43 7.06 -1.38
H: 0.31 3.12 3.17
H: -0.26 5.00 1.86
H: 0.38 5.04 -2.35
H: 1.04 2.66 -2.31
Cl: 1.46 -3.44 1.65
C: 2.99 -3.96 0.95
Cl: 2.72 -5.22 -0.24
C: 3.69 -2.70 0.32
O: 4.19 -2.80 -0.78
O: 3.69 -1.70 1.09
H: 3.60 -4.37 1.76
I: 4.24 0.77 3.05
I: 5.81 -0.61 5.10
C: -7.44 -4.40 -2.08
C: -6.20 -3.56 -2.03
C: -6.23 -2.21 -2.36
C: -5.09 -1.43 -2.30
C: -5.16 0.01 -2.70
C: -3.88 -2.01 -1.91
Te: -2.26 -0.59 -1.83
N: -0.82 -1.32 -0.77
C: 0.35 -1.75 -1.23
O: 1.34 -1.63 -0.47
C: 0.54 -2.47 -2.53
C: 1.80 -3.03 -2.78
C: 2.04 -3.75 -3.93
C: 1.04 -3.93 -4.87
C: -0.21 -3.39 -4.63
C: -0.46 -2.67 -3.47
C: -3.02 0.43 -0.11
C: -3.40 -0.23 1.06
C: -3.35 -1.72 1.18
C: -3.88 0.52 2.12
C: -4.00 1.90 2.05
C: -4.56 2.68 3.19
C: -3.59 2.54 0.88
C: -3.10 1.82 -0.20
C: -2.68 2.54 -1.45
C: -3.82 -3.38 -1.61
C: -2.55 -4.09 -1.25
C: -4.99 -4.12 -1.66
H: -8.30 -3.82 -2.40
H: -7.65 -4.83 -1.10
H: -7.30 -5.22 -2.78
H: -7.16 -1.76 -2.66
H: -6.15 0.25 -3.07
H: -4.43 0.22 -3.48
H: -4.96 0.65 -1.84
H: 2.59 -2.92 -2.06
H: 3.03 -4.17 -4.09
H: 1.23 -4.47 -5.78
H: -1.00 -3.52 -5.36
H: -1.47 -2.30 -3.32
H: -2.50 -2.13 0.62
H: -4.27 -2.16 0.78
H: -3.27 -2.03 2.22
H: -4.17 0.02 3.03
H: -5.01 2.01 3.93
H: -5.33 3.37 2.84
H: -3.79 3.27 3.68
H: -3.67 3.62 0.80
H: -2.57 3.60 -1.26
H: -3.43 2.42 -2.23
H: -1.73 2.15 -1.80
H: -1.72 -3.40 -1.10
H: -2.28 -4.78 -2.05
H: -2.68 -4.68 -0.34
H: -4.95 -5.17 -1.41

Mulliken atomic charge list, values in e, 4 entries: number 1, Lu, carries 1.6303; number 2, O, carries 0.4663; number 3, C, carries -0.3819; number 4, C, carries -0.0593